Record 1
DFT (wB97M-V/def2-TZVPD) results for a cluster of 2 separate species, C3H12N3O in total.

The multiplicity is 1. The value obtained for the HOMO energy is -13.934 eV. The value obtained for the gap between HOMO and LUMO is 11.15 eV. Its total charge is +1.

Geometry as XYZ:
```
19
C3H12N3O (wB97M-V/def2-TZVPD)
N 1.709 0.011 -2.120
C 0.441 -0.422 -2.408
N -0.510 -0.216 -1.566
H 1.750 0.886 -1.634
H 2.381 -0.013 -2.874
H 0.320 -0.935 -3.358
H -1.386 -0.543 -1.964
H -0.260 0.504 0.046
C -1.971 1.076 1.073
N -0.530 0.686 1.048
C -0.193 -0.514 1.880
O 1.183 -0.718 1.847
H -2.532 0.265 0.624
H -2.095 1.989 0.501
H -2.248 1.253 2.107
H 0.073 1.436 1.391
H -0.527 -0.248 2.881
H -0.715 -1.406 1.534
H 1.491 -0.758 0.938
```



Record 2
DFT (wB97M-V/def2-TZVPD) results for a cluster of 2 separate species, C10H22NO7S2 in total.

The multiplicity is 1. The value obtained for the HOMO energy is -1.753 eV. The value obtained for the gap between HOMO and LUMO is 3.70 eV. Its total charge is -1.

Geometry as XYZ:
```
42
C10H22NO7S2 (wB97M-V/def2-TZVPD)
O 0.029 -1.078 1.495
S -0.059 -0.176 0.404
O -1.197 0.690 0.479
O -0.230 -1.097 -0.899
C 1.461 0.764 0.362
C 2.740 -0.096 0.345
C 3.041 -0.685 -1.049
C 4.151 -1.787 -0.954
N 3.900 -2.860 -1.901
C 3.765 -4.087 -1.228
C 4.097 -5.267 -2.234
C 5.074 -4.843 -3.472
O 3.531 -5.193 -3.464
H -0.307 -0.485 -1.653
H 1.457 1.368 1.274
H 1.513 1.459 -0.481
H 3.563 0.583 0.605
H 2.724 -0.855 1.130
H 3.380 0.136 -1.697
H 2.162 -1.133 -1.514
H 4.119 -2.236 0.056
H 5.114 -1.265 -1.148
H 4.500 -4.255 -0.412
H 2.715 -4.365 -0.964
H 4.259 -6.267 -1.811
H 5.082 -5.129 -4.531
H 5.710 -5.775 -3.192
O -4.305 4.678 3.377
S -5.441 4.372 2.563
O -6.477 3.506 3.036
O -4.941 3.863 1.143
C -4.006 2.759 1.098
C -4.675 1.426 1.359
C -6.175 5.874 2.002
H -3.185 2.932 1.794
H -3.583 2.761 0.095
H -5.034 1.359 2.386
H -3.971 0.611 1.192
H -5.539 1.293 0.705
H -5.395 6.518 1.604
H -6.653 6.344 2.859
H -6.915 5.639 1.242
```



Record 3
DFT (wB97M-V/def2-TZVPD) results for an isolated molecule of C10H18OS.

The multiplicity is 1. The value obtained for the HOMO energy is -8.503 eV. The value obtained for the gap between HOMO and LUMO is 9.27 eV.

Geometry as XYZ:
```
30
C10H18OS (wB97M-V/def2-TZVPD)
C -2.413 1.512 0.219
C -1.723 0.696 -0.554
C 1.006 -0.938 -1.319
C 0.441 -0.770 -0.126
C -2.771 2.921 -0.106
C 0.231 -1.301 -2.552
C 2.486 -0.774 -1.557
C 1.137 -1.728 2.053
C 0.596 0.726 1.886
C 1.173 -0.487 1.156
O -1.801 -1.089 1.366
S -1.381 -1.006 -0.036
H -2.742 1.140 1.182
H -1.353 0.943 -1.534
H -2.350 3.592 0.642
H -2.400 3.205 -1.088
H -3.853 3.042 -0.086
H 0.215 -0.460 -3.246
H 0.724 -2.131 -3.057
H -0.791 -1.589 -2.328
H 3.040 -1.601 -1.116
H 2.859 0.150 -1.121
H 2.694 -0.756 -2.624
H 0.113 -1.956 2.333
H 1.558 -2.586 1.533
H 1.714 -1.551 2.957
H -0.407 0.510 2.241
H 0.560 1.591 1.226
H 1.219 0.970 2.744
H 2.220 -0.273 0.913
```



Record 4
DFT (wB97M-V/def2-TZVPD) results for a structure of composition C4H8S.

The multiplicity is 1. The value obtained for the HOMO energy is -8.875 eV. The value obtained for the gap between HOMO and LUMO is 9.01 eV.

Geometry as XYZ:
```
13
C4H8S (wB97M-V/def2-TZVPD)
C 0.351 -1.749 0.439
C 0.110 -0.390 -0.214
C -0.329 0.948 0.218
C -1.443 1.522 -0.173
H 1.467 -1.447 0.844
H 0.301 -2.619 -0.468
H -0.482 -1.865 1.476
H -0.571 -0.671 -1.013
H 2.291 1.262 -0.358
H 0.643 1.501 0.734
H -2.317 0.947 -0.639
H -1.594 2.694 0.308
S 1.574 -0.134 -1.153
```



Record 5
DFT (wB97M-V/def2-TZVPD) results for a cluster of 2 separate species, CH3NO3 in total.

The multiplicity is 1. The value obtained for the HOMO energy is -10.578 eV. The value obtained for the gap between HOMO and LUMO is 10.88 eV.

Geometry as XYZ:
```
8
CH3NO3 (wB97M-V/def2-TZVPD)
C -1.278 -0.326 0.043
O 1.000 -0.153 0.433
O 1.928 0.623 -0.318
O -1.319 0.255 1.173
N -0.226 -0.604 -0.629
H 1.847 0.322 -1.245
H 0.112 0.319 1.291
H -2.064 -0.437 -0.747
```



Record 6
DFT (wB97M-V/def2-TZVPD) results for a cluster of 3 separate species, C2H9O3 in total.

The multiplicity is 1. The value obtained for the HOMO energy is -4.103 eV. The value obtained for the gap between HOMO and LUMO is 8.23 eV. Its total charge is -1.

Geometry as XYZ:
```
14
C2H9O3 (wB97M-V/def2-TZVPD)
C 0.543 -0.070 -1.098
O 0.179 1.297 -0.776
C -0.293 -0.620 -2.409
H 0.346 -0.745 -0.262
H 1.602 -0.089 -1.307
H -1.134 -1.240 -2.039
H 0.208 -1.335 -3.084
H -0.785 0.264 -2.799
H -0.067 -0.035 2.834
H -0.657 -1.361 3.539
O 0.076 -0.756 3.549
H 0.097 2.096 1.949
H 0.099 1.422 0.211
O -0.217 1.172 1.692
```



Record 7
DFT (wB97M-V/def2-TZVPD) results for an isolated molecule of C13H11N5O3.

The multiplicity is 1. The value obtained for the HOMO energy is -9.074 eV. The structure (SMILES) is Cn1c(=O)c2c(nnc(-c3ccccc3)[n+]2[O-])n(C)c1=O. The value obtained for the gap between HOMO and LUMO is 8.00 eV.

Geometry as XYZ:
```
32
C13H11N5O3 (wB97M-V/def2-TZVPD)
O 2.614 1.719 0.616
O 4.238 -2.072 -1.025
O -0.130 1.976 0.509
N -0.256 -1.696 -0.728
N -1.376 -1.076 -0.445
C 2.402 0.643 0.117
C 3.291 -1.363 -0.723
C 0.927 -1.164 -0.487
C -5.145 1.964 1.130
C -4.081 2.006 2.032
C -4.964 1.347 -0.103
C -2.816 1.428 1.726
C -3.718 0.771 -0.423
C -2.639 0.776 0.479
C -1.328 0.158 0.109
C 1.043 0.120 -0.022
N 3.510 -0.105 -0.257
N 2.033 -1.901 -0.883
N -0.113 0.759 0.293
C 4.917 0.331 -0.045
C 1.869 -3.267 -1.489
H -6.064 2.464 1.403
H -4.194 2.523 3.012
H -5.732 1.388 -0.864
H -1.966 1.549 2.428
H -3.584 0.282 -1.379
H 4.978 1.368 0.250
H 5.459 -0.286 0.677
H 5.414 0.230 -1.015
H 1.062 -3.296 -2.207
H 2.789 -3.625 -1.976
H 1.559 -3.954 -0.709
```



Record 8
DFT (wB97M-V/def2-TZVPD) results for a cluster of 2 separate species, C2H5P in total.

The multiplicity is 1. The value obtained for the HOMO energy is -10.241 eV. The structure (SMILES) is C#P.C. The value obtained for the gap between HOMO and LUMO is 10.50 eV.

Geometry as XYZ:
```
8
C2H5P (wB97M-V/def2-TZVPD)
C -0.443 0.379 0.759
C 0.923 -1.203 -2.725
P -0.430 -1.920 -2.534
H -0.817 -0.176 1.477
H 0.410 -0.225 0.373
H -1.082 0.284 -0.006
H -0.223 1.490 0.888
H 1.940 -1.141 -2.991
```



Record 9
DFT (wB97M-V/def2-TZVPD) results for a structure of composition C21H18AlN2S7.

The multiplicity is 1. The value obtained for the HOMO energy is -9.588 eV. The value obtained for the gap between HOMO and LUMO is 4.09 eV. Its total charge is +1.

Geometry as XYZ:
```
49
C21H18AlN2S7 (wB97M-V/def2-TZVPD)
Al 0.239 0.234 0.069
S 5.324 5.063 -0.751
C 4.145 3.944 -0.605
S 2.448 4.331 -0.612
C 1.862 2.693 -0.453
C 2.799 1.725 -0.349
S 2.460 0.026 -0.159
S 4.465 2.245 -0.396
S 0.143 2.429 -0.409
S -2.001 0.336 0.692
C -2.266 -1.186 1.407
N -3.412 -1.459 2.000
C -3.636 -2.769 2.607
C -2.341 -3.277 3.185
N -1.320 -3.287 2.138
C -0.294 -4.339 2.232
C 0.646 -4.097 3.396
C 0.337 -4.595 4.658
C 1.197 -4.386 5.725
C 2.375 -3.678 5.538
C 2.688 -3.176 4.283
C 1.827 -3.382 3.215
C -1.214 -2.236 1.346
S 0.087 -2.095 0.260
C -4.480 -0.473 2.230
C -4.488 -0.044 3.685
C -3.369 0.575 4.240
C -3.370 0.951 5.573
C -4.488 0.714 6.362
C -5.600 0.092 5.816
C -5.598 -0.292 4.482
H -4.030 -3.458 1.854
H -4.372 -2.657 3.399
H -2.467 -4.287 3.566
H -2.017 -2.631 4.007
H 0.250 -4.380 1.294
H -0.820 -5.284 2.371
H -0.563 -5.181 4.810
H 0.952 -4.787 6.700
H 3.058 -3.534 6.364
H 3.611 -2.633 4.128
H 2.092 -3.007 2.235
H -5.426 -0.951 1.974
H -4.331 0.375 1.569
H -2.501 0.781 3.625
H -2.500 1.436 5.996
H -4.495 1.021 7.399
H -6.471 -0.099 6.428
H -6.473 -0.772 4.058
```



Record 10
DFT (wB97M-V/def2-TZVPD) results for a cluster of 2 separate species, C4H14NO in total.

The multiplicity is 1. The value obtained for the HOMO energy is -15.810 eV. The value obtained for the gap between HOMO and LUMO is 12.50 eV. Its total charge is +1.

Geometry as XYZ:
```
20
C4H14NO (wB97M-V/def2-TZVPD)
C 0.190 0.704 -1.181
C -0.033 0.630 0.347
C -1.340 -0.071 0.751
C -2.570 0.701 0.290
N 1.115 -0.164 0.931
H -0.685 1.215 -1.586
H 0.084 -0.302 -1.587
H 1.115 1.153 -1.535
H -0.001 1.641 0.760
H -1.405 -1.020 0.194
H -1.281 -0.256 1.815
H -2.578 0.865 -0.791
H -3.481 0.148 0.516
H -2.656 1.712 0.690
H 1.365 -0.034 1.915
H 1.011 -1.160 0.719
H 1.938 0.200 0.449
H 3.414 -1.263 -1.071
H 2.895 -2.775 -1.039
O 2.904 -1.925 -0.586
```



Record 11
DFT (wB97M-V/def2-TZVPD) results for a structure of composition C21H40BrN10OPrSi.

The multiplicity is 3. The value obtained for the HOMO energy (spin up / spin down) is -12.557 / -12.568 eV. Its expectation value of S² is 2.002. The value obtained for the gap between HOMO and LUMO (spin up / spin down) is 7.82 / 7.85 eV. Its total charge is +2.

Geometry as XYZ:
```
75
C21H40BrN10OPrSi (wB97M-V/def2-TZVPD)
Pr -0.172 0.597 0.071
N -2.476 2.018 0.654
C -3.115 2.984 -0.288
C -2.118 4.001 -0.779
C -1.157 3.522 -1.927
N -0.019 2.784 -1.260
H -3.101 1.268 0.721
H -2.497 2.516 1.546
H -3.923 3.466 0.166
H -3.515 2.422 -1.101
H -1.468 4.280 0.120
H -2.499 4.980 -1.080
H -0.741 4.315 -2.516
H -1.652 2.856 -2.588
H 0.427 3.448 -0.646
H 0.642 2.520 -1.975
C 3.453 -1.171 1.357
C 2.491 -2.027 0.606
C 2.936 -3.302 0.247
C 2.032 -4.024 -0.597
C 0.826 -3.478 -1.035
C 0.516 -2.183 -0.627
N 1.384 -1.520 0.173
N -0.608 -1.495 -0.944
Si -2.008 -2.157 -1.803
C -1.732 -2.897 -3.451
C -3.114 -0.629 -2.079
C -2.781 -3.530 -0.786
H 4.345 -1.700 1.693
H 2.903 -0.763 2.231
H 3.726 -0.322 0.790
H 3.876 -3.704 0.490
H 2.237 -5.010 -0.921
H 0.198 -4.061 -1.691
H -2.522 -2.706 -4.235
H -1.345 -3.907 -3.401
H -0.868 -2.377 -3.912
H -3.720 -0.632 -2.989
H -2.458 0.252 -2.169
H -3.810 -0.557 -1.250
H -2.955 -3.379 0.260
H -2.040 -4.359 -0.792
H -3.685 -3.910 -1.370
C 2.070 2.028 5.866
N 1.713 1.777 4.433
C 2.557 2.197 3.334
C 1.691 1.594 2.184
O 1.904 1.717 0.991
N 0.461 1.103 2.649
C 0.636 1.150 3.990
N -0.345 0.729 4.758
H 1.998 1.060 6.433
H 1.347 2.780 6.386
H 3.139 2.535 5.928
H 3.624 1.788 3.310
H 2.573 3.316 3.317
H -1.058 0.179 4.305
H -0.178 0.851 5.728
Br 4.778 -1.397 -3.178
C 3.122 -0.527 -3.490
C 2.358 -0.684 -4.640
C 1.072 -0.125 -4.675
C 0.552 0.366 -3.528
N 1.246 0.450 -2.361
C 2.467 -0.007 -2.348
H 2.656 -1.201 -5.472
H 0.434 -0.255 -5.557
H -0.464 0.835 -3.418
H 3.007 0.022 -1.376
N -2.363 -0.470 2.920
N -1.760 -0.794 1.672
H -2.975 -1.201 3.138
H -2.746 0.447 2.828
H -2.392 -1.244 1.069
H -1.017 -1.448 1.892
```



Record 12
DFT (wB97M-V/def2-TZVPD) results for an isolated molecule of C3H6N4.

The multiplicity is 1. The value obtained for the HOMO energy is -8.989 eV. The structure (SMILES) is CC1=NN=CNN1. The value obtained for the gap between HOMO and LUMO is 9.47 eV.

Geometry as XYZ:
```
13
C3H6N4 (wB97M-V/def2-TZVPD)
C 1.406 -0.659 1.355
C 0.373 -0.366 0.379
C -1.565 0.121 -1.322
H 2.289 -1.056 0.770
H 1.113 -1.382 2.330
H 1.694 0.303 1.928
H -2.349 0.413 -2.121
H -1.264 2.040 -0.276
H 0.941 0.552 -1.604
N -0.699 -0.984 0.519
N -1.650 -0.903 -0.472
N -0.826 1.253 -0.900
N 0.535 0.668 -0.587
```



The records above give, respectively, maximum force values of 0.9; 3.7; 1.4; 4.9; 3.0; 2.7; 3.5; 5.8; 1.4; 1.4; 4.0; 4.2 eV Å⁻¹.